Below is C5H8O2 in the gas phase, with properties calculated with ωB97M-V/def2-TZVPD.

E_tot = -9408.4959 eV
structure (SMILES) = O=C1CC[C@@H]1CO
relative energy (zero: lowest compared OMol25 entry of this formula, charge and spin) = 30.82 kcal per mole
frontier orbital gap = 10.45 eV
LUMO level = 0.8105 eV
net charge = 0

Structure (XYZ):
```
15
Properties=species:S:1:pos:R:3:mulliken_charge:R:1
O -1.362 -2.162 -0.177 -0.56
O 2.381 0.368 0.074 -0.50
C 0.127 -0.338 0.695 0.40
C -0.451 1.029 0.236 -0.71
C 1.444 -0.677 -0.033 -0.70
C -1.610 0.323 -0.510 -0.45
C -1.054 -1.014 -0.009 0.14
H 0.224 1.571 -0.443 0.20
H -0.734 1.729 1.024 0.29
H -2.620 0.535 -0.150 0.26
H -1.595 0.435 -1.599 0.27
H 0.217 -0.502 1.775 0.39
H 1.892 -1.568 0.411 0.33
H 1.224 -0.903 -1.091 0.29
H 1.917 1.172 -0.204 0.35
```

=====

Below is a molecular structure, C20H64BKO20, with properties calculated with ωB97M-V/def2-TZVPD.

E_tot = -79721.8194 eV
frontier orbital gap = 7.79 eV
LUMO level = -0.3986 eV
net charge = 0

Structure (XYZ):
```
106
Properties=species:S:1:pos:R:3:mulliken_charge:R:1
K -0.252 0.560 -0.043 -0.57
O 1.249 4.365 1.304 -0.54
O -3.018 2.212 -2.287 -0.34
O 2.771 -1.601 -3.118 -0.33
O 5.121 -0.713 1.734 -0.62
O -0.068 -4.839 1.009 -0.66
O 0.957 0.850 -2.685 0.25
O 4.221 -3.157 -5.084 -0.55
O 2.343 -0.743 0.593 0.47
O -4.239 1.352 2.966 -0.45
O -0.141 3.292 -1.285 -0.13
O 0.161 -0.394 2.673 0.38
O -1.390 0.381 -4.303 -0.54
O -2.006 -4.691 3.272 -0.59
O -1.217 -1.349 -1.629 0.82
O -0.982 -4.340 -1.475 -0.50
O -2.905 3.496 1.355 -0.42
O -3.391 -2.871 -0.196 -0.55
O -0.582 2.555 2.409 -0.30
O -3.024 0.311 0.514 1.05
O 3.488 3.829 -0.564 -0.43
C -0.131 -2.122 -2.063 0.18
C 2.490 3.930 1.671 0.46
C 3.855 -2.473 -2.846 -0.39
C -0.637 -4.263 3.403 -0.52
C -2.767 0.357 -3.962 0.30
C 4.762 -0.831 0.364 -0.74
C -0.849 0.274 3.440 -0.15
C -4.341 3.376 1.541 -0.37
C -0.481 1.826 3.661 -0.57
C -4.840 2.629 2.777 -0.73
C 0.229 3.177 -2.604 -0.61
C 1.326 2.191 -2.999 -0.52
C -3.092 1.813 -3.655 -0.76
C 4.016 -3.652 -3.781 -0.62
C -0.701 -3.498 -2.564 -1.09
C -4.095 -0.580 0.223 -0.78
C 3.503 -0.057 0.016 0.15
C 3.614 4.384 0.732 -0.83
C -0.245 -3.825 2.010 0.44
C -3.872 -2.021 0.770 -0.36
B 3.163 -0.231 3.635 0.59
H 4.361 -0.659 2.319 0.62
H -4.485 -0.492 -0.792 0.35
H 3.486 0.105 -1.062 0.08
H -4.771 -2.504 1.154 0.46
H -4.853 4.338 1.546 0.49
H -0.476 -3.507 4.171 0.28
H 2.446 2.852 1.831 -0.44
H 3.226 -1.281 3.395 -0.15
H 4.952 -4.167 -3.568 0.35
H -4.156 1.988 -3.812 0.49
H -5.923 2.517 2.721 0.36
H -0.992 -0.247 4.387 0.41
H -2.816 4.053 0.578 0.18
H -1.597 -3.262 -3.140 0.40
H 3.748 -2.785 -1.808 0.22
H 3.359 -2.982 -5.470 0.32
H -3.315 0.907 1.209 -0.76
H -4.743 3.229 3.682 0.44
H 0.734 -3.354 2.093 0.12
H 3.242 -4.412 -3.673 0.26
H -0.664 3.099 -3.225 0.05
H -4.944 -0.149 0.754 0.49
H 4.740 -1.899 0.147 0.21
H -0.801 0.248 -3.557 0.17
H -0.838 -3.009 1.598 -0.23
H -1.205 2.232 4.367 0.41
H 0.520 4.184 -2.903 0.53
H -0.003 -5.109 3.667 0.34
H 4.728 -1.823 -2.785 0.38
H 3.052 -1.017 -3.826 0.22
H 2.978 0.313 2.721 -1.12
H 4.547 4.105 1.222 0.34
H -3.173 -3.717 0.202 0.28
H 0.957 -0.293 3.199 -0.32
H -0.678 4.040 -1.013 0.12
H 3.019 4.477 -1.094 0.28
H 2.423 -0.068 4.403 -0.41
H -3.423 -0.041 -4.736 0.40
H 0.572 -2.314 -1.252 0.05
H -2.120 -5.471 2.724 0.32
H -0.353 -4.477 0.166 0.48
H 1.356 2.225 -4.088 0.37
H -2.554 2.481 -4.327 0.32
H 1.608 0.245 -3.049 -0.13
H -3.143 -1.901 1.571 0.13
H 5.583 -0.317 -0.134 0.41
H -4.769 2.778 0.735 0.17
H -3.916 1.275 3.867 0.29
H -1.775 0.221 2.867 -0.22
H -1.636 -4.967 -1.793 0.28
H -1.770 -1.975 -1.156 -0.18
H 2.313 2.483 -2.639 0.40
H 4.139 0.013 4.022 -0.13
H -2.885 -0.268 -3.077 -0.28
H 0.482 -1.694 -2.856 0.07
H 3.619 5.459 0.550 0.42
H -1.472 2.913 2.449 0.12
H 0.705 3.903 1.947 0.40
H 0.037 -3.956 -3.222 0.44
H 3.593 0.925 0.480 0.16
H 2.403 -0.637 1.545 0.08
H 0.540 1.880 4.039 0.32
H 2.644 4.322 2.676 0.34
H -3.866 2.032 -1.873 0.17
```

=====

Below is a molecular structure, C2H15BeFO6, with properties calculated with ωB97M-V/def2-TZVPD.

E_tot = -17724.7361 eV
relative energy (zero: lowest compared OMol25 entry of this formula, charge and spin) = 2.94 kcal per mole
frontier orbital gap = 8.17 eV
LUMO level = -0.7418 eV
net charge = 0

Structure (XYZ):
```
25
Properties=species:S:1:pos:R:3:mulliken_charge:R:1
F 0.525 0.888 0.264 -0.40
O 1.090 -1.650 0.180 -0.37
O -1.103 2.783 -0.414 -0.69
O 0.684 -0.129 -2.125 -0.36
O 2.026 2.599 -0.584 -0.68
O 2.655 0.514 2.027 -0.69
O -1.482 -0.573 -0.635 -0.35
C -2.440 -2.492 0.625 -1.05
C -2.253 -1.009 0.556 -0.06
Be 0.088 -0.363 -0.472 0.05
H -1.507 -0.670 1.308 0.09
H -3.146 -0.334 0.753 0.30
H -2.950 -2.786 -0.279 0.27
H -1.513 -3.067 0.706 0.21
H -0.600 3.599 -0.258 0.33
H 1.872 0.616 1.514 0.34
H 2.021 -1.542 -0.179 0.35
H 1.211 -1.736 1.124 0.34
H -0.444 2.061 -0.189 0.32
H 1.970 2.550 -1.530 0.28
H 0.311 0.655 -2.602 0.34
H -3.149 -2.668 1.402 0.37
H 1.518 1.820 -0.267 0.39
H 3.172 1.268 1.796 0.32
H 1.443 -0.336 -2.719 0.33
```